(1)
Formula: C34H58N2O6
Source: the Open Molecules 2025 dataset
Level of theory: wB97M-V/def2-TZVPD

Cartesian coordinates (Å):
C -9.2881 11.8210 7.3137
C -8.1799 12.4475 8.1563
C -6.9864 12.2130 7.2489
O -7.1279 10.9878 6.6377
C -8.5082 10.8321 6.3952
H -9.8894 12.5242 6.7375
H -9.9758 11.3005 7.9802
H -8.0159 11.9456 9.1098
H -8.2940 13.4886 8.4581
H -6.0428 12.2736 7.7912
H -6.9597 12.8865 6.3922
H -8.8654 9.8065 6.4886
H -8.5913 11.0856 5.3383
C -7.8174 5.7779 9.3994
C -8.0402 6.5607 8.1695
C -6.9364 6.2443 7.2346
O -6.2177 5.1675 7.8265
C -6.9729 4.6187 8.8970
H -8.6893 5.3430 9.8881
H -7.3192 6.3933 10.1486
H -8.0928 7.6392 8.3182
H -9.0156 6.2221 7.8203
H -6.2512 7.0915 7.2649
H -7.2357 5.9649 6.2244
H -6.2393 4.3024 9.6386
H -7.6079 3.8363 8.4814
C -9.5773 3.6266 14.2350
C -10.0740 4.3502 15.4391
C -11.5466 3.9076 15.6564
O -11.8990 3.5534 14.3075
C -10.8258 3.1531 13.4598
H -9.1436 2.6833 14.5670
H -8.8034 4.1241 13.6505
H -10.1173 5.4142 15.2064
H -9.4700 4.2986 16.3449
H -12.1800 4.7218 16.0084
H -11.5614 3.0665 16.3495
H -10.8893 3.6450 12.4892
H -10.8250 2.0731 13.3129
C -6.1531 13.1691 13.0424
C -7.3262 13.0259 12.0116
C -7.3729 14.4420 11.4398
O -7.0353 15.2593 12.5519
C -6.4990 14.4887 13.6272
H -5.1860 13.1884 12.5400
H -6.1461 12.4300 13.8436
H -8.3365 12.8859 12.3960
H -7.0853 12.2187 11.3199
H -8.3727 14.6490 11.0581
H -6.5875 14.5534 10.6923
H -7.2496 14.4135 14.4140
H -5.5991 14.9963 13.9744
C -4.8835 10.7681 16.8486
C -4.1303 9.7534 15.9625
C -4.9779 9.6427 14.7105
O -6.2590 9.6590 15.2577
C -6.3022 10.4671 16.4261
H -4.6965 11.8017 16.5572
H -4.6777 10.7170 17.9178
H -3.9448 8.8269 16.5058
H -3.1551 10.1818 15.7308
H -4.9893 8.6897 14.1815
H -4.8857 10.5664 14.1392
H -6.7469 10.0495 17.3294
H -6.7943 11.4224 16.2436
C -13.1058 6.9970 6.5781
C -13.0858 8.1841 5.6078
C -11.5738 8.5272 5.4683
O -11.0845 8.2660 6.7819
C -11.9782 7.3733 7.5430
H -12.8072 6.0818 6.0670
H -14.1263 6.8904 6.9460
H -13.5452 9.0926 5.9971
H -13.5307 7.9840 4.6330
H -11.3429 9.5555 5.1900
H -11.0702 7.9268 4.7107
H -12.3201 8.0841 8.2953
H -11.5805 6.5209 8.0937
N -14.4543 8.4450 11.3837
C -15.3988 8.2586 10.4514
C -15.5205 7.0406 9.8414
C -14.6363 5.9610 10.2390
C -13.5871 6.2098 11.1796
C -13.5701 7.4635 11.7077
H -16.0171 9.1019 10.1813
H -16.2933 6.8305 9.1168
H -14.8285 4.9733 9.8469
H -12.8790 5.4258 11.4041
H -12.7813 7.7920 12.3683
N -9.1444 7.5219 13.2825
C -8.5876 8.7423 12.8753
C -8.7943 9.2548 11.6183
C -9.4955 8.5203 10.6686
C -10.1130 7.2830 11.0745
C -9.8097 6.8219 12.3239
H -8.0932 9.2377 13.6979
H -8.3617 10.1940 11.3067
H -9.6383 8.8939 9.6654
H -10.8097 6.7759 10.4234
H -10.3307 5.9329 12.6473

Atomic forces in eV per Å
C -0.2 -0.6 0.3
C 0.4 0.2 -0.1
C 0.9 1.6 0.2
O -0.3 -2.4 0.9
C -0.4 0.6 -0.8
H 0.3 0.2 0.0
H -0.2 -0.2 -0.1
H -0.1 -0.5 -0.1
H -0.2 0.1 -0.5
H 0.1 -0.1 -0.2
H 0.0 1.0 0.3
H 0.5 -0.3 0.3
H -0.7 0.2 -0.3
C 0.7 -0.9 1.7
C -2.4 1.0 -0.4
C 1.5 -0.3 0.1
O 0.4 -0.2 -0.3
C 0.7 0.8 -0.3
H -0.3 0.4 -0.2
H 0.3 -0.3 0.1
H -0.2 0.0 0.2
H -0.2 0.2 -0.7
H 0.1 0.0 -0.7
H 0.0 0.2 -0.1
H -0.3 -0.5 -0.1
H 0.0 -0.4 0.4
C 0.7 -2.2 -0.1
C -0.9 1.9 0.9
C 2.1 -0.3 -1.4
O -1.7 -0.1 -0.3
C 0.4 1.0 1.3
H 0.5 0.0 0.1
H -0.3 0.2 0.0
H 0.1 0.2 0.0
H 0.1 -0.4 -0.1
H -0.1 -0.2 -0.2
H -0.4 -0.3 -0.1
H -0.4 0.1 -0.1
H -0.1 0.0 0.0
C -1.4 -0.8 0.0
C 0.8 -0.1 0.0
C 0.8 -0.9 0.4
O -0.5 0.8 -0.1
C 0.4 0.9 -0.3
H -0.1 -0.1 -0.1
H 0.0 -0.3 -0.3
H 0.3 -0.6 0.7
H -0.2 0.2 -0.3
H 0.2 0.4 -0.1
H -0.2 0.3 -0.4
H 0.1 0.0 0.2
H -0.2 0.2 0.3
C 0.4 0.1 -1.1
C 1.9 0.8 0.3
C -0.2 0.0 1.4
O -2.6 0.0 1.1
C -0.2 0.8 1.0
H 0.6 0.0 -0.1
H -0.1 -0.4 -0.1
H -0.3 -0.2 -0.3
H 0.2 -0.2 -0.1
H 0.8 0.4 -0.4
H 0.6 -0.3 -0.7
H -0.8 -0.9 -0.7
H -0.4 -0.1 -0.3
C 0.5 0.7 -0.8
C 0.8 0.2 -0.8
C -1.8 0.3 0.8
O 0.5 -1.4 0.2
C -1.7 0.6 -1.0
H -0.2 -0.1 -0.1
H 0.4 -0.1 0.7
H -0.3 -0.2 0.3
H 0.0 -0.1 0.1
H 0.2 0.1 0.4
H 0.5 -0.7 0.2
H -0.2 0.4 0.5
H 1.2 0.3 -0.2
N 0.6 0.0 0.1
C 1.3 -0.2 0.8
C 1.1 -2.7 0.3
C -0.4 1.9 0.4
C -2.0 -1.1 -2.1
C -0.6 2.1 -0.2
H -0.1 0.1 0.2
H -0.1 0.0 -0.1
H 0.2 -0.1 -0.1
H 0.0 0.0 0.3
H 0.0 -0.1 0.3
N 0.9 1.2 -2.1
C -1.7 -2.8 1.6
C 0.4 -0.1 -1.2
C -1.3 -1.6 1.1
C 1.4 2.5 -1.3
C -0.5 0.9 1.8
H 0.3 0.3 -0.2
H 0.1 0.2 0.2
H 0.0 0.2 -0.1
H 0.2 -0.3 -0.1
H 0.3 -0.4 0.3

The value obtained for the highest occupied orbital energy (spin up / spin down) is -11.169 / -11.169 eV. Its total charge is +1. The spin multiplicity is 2. As for the strongest force on any atom: 3.7 eV Å⁻¹. The total energy comes out at -1890.71065 Eh.



(2)
Formula: C14H52N20O12
Source: the Open Molecules 2025 dataset
Level of theory: wB97M-V/def2-TZVPD

Cartesian coordinates (Å):
N 4.4984 0.7169 -2.1374
C 3.2932 1.1640 -2.5771
N 3.1041 0.9155 -3.8974
O 2.5588 1.8195 -1.8346
H 4.7834 0.9429 -1.2003
H 5.1086 0.0955 -2.6349
H 2.2900 1.3759 -4.2804
H 3.5187 0.1646 -4.4118
N -3.4729 -1.6936 -1.9809
C -4.1005 -2.3126 -0.9650
N -5.4511 -2.3540 -1.1185
O -3.5168 -2.7670 0.0253
H -3.8752 -1.3583 -2.8350
H -2.5167 -1.4146 -1.8094
H -5.9941 -2.9424 -0.5140
H -5.8838 -1.6998 -1.7408
N 2.5514 -3.2899 1.3391
C 2.1361 -2.6305 2.4240
N 2.2403 -3.3266 3.5798
O 1.6483 -1.4774 2.4240
H 2.7606 -4.2550 1.5222
H 2.4785 -2.9526 0.3857
H 2.8076 -4.1534 3.5487
H 2.0795 -2.8004 4.4211
N 2.6660 1.0956 2.8152
C 2.1479 1.5775 3.9643
N 2.8150 2.6210 4.5010
O 1.1249 1.1350 4.5193
H 3.6150 1.3230 2.5724
H 2.3541 0.1690 2.5139
H 3.6417 2.9876 4.0648
H 2.5863 2.8863 5.4424
N -0.0343 3.0651 -1.1586
C -0.8303 3.5828 -2.1509
N -2.0156 4.0427 -1.7157
O -0.4533 3.7107 -3.3216
H -0.5262 2.9001 -0.2837
H 0.8191 2.5966 -1.3974
H -2.6346 4.3032 -2.4630
H -2.2716 4.0529 -0.7457
N 1.6242 -1.6895 -2.5654
C 2.7899 -2.3560 -2.4324
N 3.2726 -2.8893 -3.5796
O 3.2739 -2.6396 -1.3268
H 1.2488 -1.2581 -1.7366
H 1.2149 -1.5387 -3.4708
H 2.8970 -2.5992 -4.4626
H 4.1086 -3.4374 -3.4791
N 3.2872 4.5934 -1.0785
C 3.3510 4.6880 0.2805
N 3.0443 3.4884 0.8650
O 3.6619 5.6849 0.9159
H 3.3038 5.4597 -1.5846
H 2.9892 3.7038 -1.4417
H 3.0098 2.5953 0.4102
H 2.9053 3.5110 1.8588
N -0.4635 -0.4501 -4.4442
C -1.0350 -1.5550 -4.9611
N -1.3610 -2.4344 -3.9786
O -1.3318 -1.7175 -6.1423
H -0.3661 -0.3078 -3.4510
H -0.3043 0.3116 -5.0824
H -1.1120 -2.3275 -3.0132
H -1.8963 -3.2426 -4.2414
N -1.1448 -1.2007 0.5176
C -0.4882 -0.4406 -0.4201
N 0.6764 0.0421 0.0850
O -0.8750 -0.2961 -1.5831
H -1.9483 -1.7860 0.3212
H -0.5700 -1.3549 1.3291
H 1.0207 -0.2039 1.0019
H 1.2947 0.6251 -0.4607
N -1.0689 1.3531 2.6446
C -1.1555 2.6289 2.2325
N -0.4954 3.5202 3.0121
O -1.6777 3.0032 1.1606
H -0.3873 1.2116 3.3820
H -1.5852 0.6457 2.1546
H -0.5775 4.4886 2.7653
H -0.0100 3.1540 3.8149
C -1.0231 -4.4293 1.9857
C -1.1547 -3.5774 3.2328
O -2.3178 -4.0400 3.9091
H -1.9745 -4.4178 1.4522
H -0.7774 -5.4785 2.1569
H -0.2683 -4.0576 1.2865
H -1.2283 -2.5206 2.9589
H -0.3142 -3.5879 3.9304
H -2.8536 -3.2842 4.1606
C -5.7082 0.4637 0.9353
C -4.2701 0.9303 0.8784
O -4.3161 2.3595 0.8770
H -6.2863 1.0449 1.6531
H -5.8768 -0.5646 1.2540
H -6.0729 0.6488 -0.0768
H -3.6383 0.5308 0.0772
H -3.7141 0.5431 1.7454
H -3.3763 2.6382 0.8785

Atomic forces in eV per Å
N 0.3 -0.2 0.9
C 1.6 -0.3 -0.1
N -1.6 1.0 0.0
O -0.1 -0.3 -0.4
H -0.2 -0.1 0.0
H -0.1 0.1 -0.3
H 0.0 -0.3 -0.1
H 0.3 0.0 0.1
N 1.2 0.2 0.2
C -0.6 0.2 0.2
N -0.1 -0.5 0.1
O 0.0 0.1 -0.4
H -0.4 -0.1 0.1
H 0.0 0.3 -0.2
H -0.1 0.2 0.1
H -0.3 -0.1 0.0
N 0.0 -0.4 0.3
C -0.7 1.1 -0.1
N 0.1 0.1 -0.1
O 0.2 -0.6 -0.3
H 0.1 -0.1 -0.7
H 0.2 0.2 -0.1
H 0.0 0.0 0.6
H 0.1 -0.2 0.1
N 0.0 -0.6 -0.7
C -0.7 -0.5 0.9
N 0.3 0.5 0.1
O 0.6 0.3 -0.7
H 0.0 0.1 0.1
H 0.0 0.2 0.4
H 0.1 0.1 0.2
H 0.0 0.1 -0.1
N -1.0 0.3 0.0
C 2.0 0.0 -0.2
N -0.7 0.2 -0.5
O -0.3 -0.4 0.3
H 0.6 -0.2 -0.1
H -0.1 0.1 -0.2
H -0.2 0.2 0.4
H -0.2 -0.1 0.0
N 0.5 0.1 0.2
C -1.0 -1.2 1.0
N 0.5 0.3 0.0
O 0.2 0.5 -0.5
H -0.1 0.1 -0.2
H -0.2 0.3 0.1
H 0.2 -0.3 -0.2
H 0.0 0.0 -0.4
N 0.5 0.4 0.6
C 0.2 -0.1 -0.6
N 0.1 -0.2 1.4
O -0.4 -0.3 -0.1
H 0.0 -0.2 -0.3
H -0.3 0.4 -0.6
H -0.3 0.2 -0.4
H 0.0 0.0 -0.1
N 1.2 1.0 -0.7
C -1.2 -0.1 -0.3
N -0.2 -1.3 -0.2
O 0.5 0.1 0.6
H -0.4 0.4 0.1
H -0.1 0.1 0.2
H 0.1 0.2 0.0
H 0.1 0.0 0.0
N 0.7 0.9 -0.2
C -0.1 -1.0 1.1
N 0.7 0.6 -0.7
O 0.1 0.0 0.0
H -0.2 -0.2 -0.1
H -0.4 -0.5 0.3
H -0.3 -0.3 -0.1
H -0.3 0.1 -0.3
N -0.1 0.7 0.1
C 0.5 0.5 -1.0
N -0.2 -0.5 0.0
O -0.4 -0.3 0.7
H -0.2 -0.9 0.1
H 0.2 -0.2 0.0
H 0.3 0.0 0.2
H 0.0 0.6 0.2
C 0.4 0.0 -0.5
C -0.1 0.0 0.0
O -0.2 0.2 0.3
H 0.0 0.1 0.0
H 0.0 0.1 0.4
H 0.1 0.2 0.1
H -0.4 0.0 -0.1
H 0.1 -0.5 -0.2
H 0.0 0.0 0.1
C 0.0 0.0 -0.5
C 0.4 0.2 1.2
O 0.6 -0.6 -0.2
H 0.2 0.4 -0.1
H 0.4 -0.2 -0.4
H -0.6 -0.2 0.2
H -0.6 0.1 -0.6
H -0.2 0.3 0.5
H -0.4 0.1 0.1

The value obtained for the highest occupied orbital energy is -8.824 eV. Its total charge is 0. The energy above the lowest of the compared OMol25 structures with the same formula, charge and spin comes out at 5.1 kcal per mole. As for the SMILES: NC(N)=O.NC(N)=O.NC(N)=O.NC(N)=O.NC(N)=O.NC(N)=O.NC(N)=O.NC(N)=O.NC(N)=O.NC(N)=O.CCO.CCO. As for the strongest force on any atom: 2.0 eV Å⁻¹. The total energy comes out at -2563.09665 Eh.